C32H65N10ORuSTe as an isolated structure, computed with the ωB97M-V functional and the def2-TZVPD basis.

Last column: Löwdin spin population.
Geometry (Å):
1 Ru 0.683 0.744 1.200  0.04
2 C 3.075 -2.697 3.272  0.00
3 N 2.864 -2.923 1.835  0.00
4 C 3.401 -4.208 1.362  0.00
5 C 2.604 -1.929 0.960  0.01
6 N 2.389 -0.664 1.357  0.01
7 C 1.716 -0.386 2.532  0.00
8 C -0.523 0.779 2.809  0.00
9 N -0.941 1.881 2.001  0.00
10 C -2.403 2.014 1.703  0.00
11 C -3.075 1.097 0.698  0.02
12 N -2.471 1.213 -0.612  0.09
13 C -3.270 1.172 -1.651  0.01
14 N -2.899 1.835 -2.789  0.02
15 C -3.298 1.399 -4.114  0.00
16 C -2.332 3.171 -2.694  0.00
17 N -4.470 0.524 -1.682  0.02
18 C -4.709 -0.706 -0.952  0.00
19 C -5.628 1.060 -2.382  0.00
20 C -0.460 3.212 2.460  0.00
21 C 0.951 3.153 2.996  0.00
22 N 1.744 2.371 2.056  0.00
23 C 3.009 2.708 1.879  0.00
24 N 3.585 2.532 0.666  0.00
25 C 4.949 2.042 0.519  0.00
26 C 2.746 2.447 -0.508  0.00
27 N 3.767 3.296 2.839  0.00
28 C 4.734 4.346 2.537  0.00
29 C 3.648 2.950 4.246  0.00
30 N 2.716 -2.218 -0.366  0.01
31 C 3.007 -1.148 -1.301  0.00
32 C 2.087 -3.390 -0.987  0.02
33 H 3.985 -3.215 3.563  0.00
34 H 2.249 -3.085 3.866  0.00
35 H 3.221 -1.647 3.494  0.00
36 H 3.985 -4.649 2.163  0.00
37 H 4.052 -4.054 0.504  0.00
38 H 2.616 -4.915 1.103  0.00
39 H 2.213 0.278 3.237  0.00
40 H 1.125 -1.172 2.997  0.00
41 H -0.011 1.067 3.721  0.00
42 H -1.898 -0.630 2.441  0.00
43 H -2.529 3.039 1.358  0.00
44 H -2.919 1.915 2.662  0.00
45 H -4.125 1.414 0.690  0.00
46 H -3.099 0.072 1.073  0.01
47 H -3.594 0.353 -4.085  0.00
48 H -2.442 1.490 -4.785  0.00
49 H -4.116 1.992 -4.533  0.00
50 H -1.729 3.256 -1.795  0.00
51 H -3.118 3.934 -2.675  0.00
52 H -1.707 3.364 -3.566  0.00
53 H -3.767 -1.149 -0.638  0.00
54 H -5.218 -1.415 -1.609  0.00
55 H -5.336 -0.551 -0.070  0.00
56 H -5.440 2.082 -2.699  0.00
57 H -6.480 1.070 -1.700  0.00
58 H -5.896 0.458 -3.254  0.00
59 H -1.143 3.596 3.223  0.00
60 H -0.505 3.871 1.592  0.00
61 H 0.961 2.738 4.007  0.00
62 H 1.329 4.174 3.078  0.00
63 H 5.432 1.975 1.488  0.00
64 H 5.532 2.703 -0.124  0.00
65 H 4.936 1.043 0.077  0.00
66 H 1.937 3.173 -0.447  0.00
67 H 2.337 1.443 -0.641  0.00
68 H 3.349 2.675 -1.389  0.00
69 H 4.663 4.633 1.493  0.00
70 H 5.754 4.021 2.752  0.00
71 H 4.517 5.220 3.154  0.00
72 H 3.167 1.981 4.356  0.00
73 H 3.091 3.696 4.818  0.00
74 H 4.650 2.879 4.670  0.00
75 H 3.775 -0.494 -0.896  0.00
76 H 2.119 -0.565 -1.541  0.00
77 H 3.380 -1.601 -2.218  0.00
78 H 1.452 -3.916 -0.280  0.01
79 H 2.829 -4.078 -1.392  0.00
80 H 1.450 -3.043 -1.802  0.00
81 C -4.095 -2.967 3.712  0.00
82 S -3.179 -2.778 2.170  0.00
83 C -1.809 -3.901 2.514  0.00
84 O -1.399 -0.201 3.161  0.00
85 H -4.394 -4.004 3.851  0.00
86 H -4.990 -2.352 3.639  0.00
87 H -3.496 -2.631 4.557  0.00
88 H -2.147 -4.935 2.512  0.00
89 H -1.360 -3.661 3.477  0.00
90 H -1.064 -3.767 1.729  0.00
91 C -0.497 -1.855 -6.512  0.01
92 C -0.571 -1.625 -5.030  0.03
93 C -0.077 -0.466 -4.450  0.00
94 C -0.146 -0.235 -3.082  0.02
95 C 0.362 1.092 -2.593  0.00
96 C -0.703 -1.222 -2.252  0.04
97 Te -0.749 -1.099 -0.152  0.58
98 C -1.246 -2.397 -2.818  0.03
99 C -1.933 -3.509 -2.059  0.00
100 C -1.164 -2.564 -4.196  -0.01
101 H 0.082 -1.078 -7.008  0.00
102 H -1.496 -1.865 -6.950  0.00
103 H -0.038 -2.818 -6.734  0.00
104 H 0.368 0.295 -5.084  0.00
105 H -0.087 1.893 -3.179  0.00
106 H 1.443 1.174 -2.725  0.00
107 H 0.099 1.274 -1.551  0.00
108 H -1.931 -3.385 -0.980  0.00
109 H -1.464 -4.466 -2.291  0.00
110 H -2.975 -3.581 -2.377  0.00
111 H -1.576 -3.469 -4.630  0.00

Net charge: +2
F_max (Eh/bohr): 0.010
<S²>: 0.76
ΔE to the lowest compared entry with this formula, charge and spin (kcal per mole): 0.0
Orbital gap (alpha / beta) (eV): 7.440 / 6.402
LUMO level (alpha / beta) (eV): -4.8 / -6.4
Multiplicity: 2

***

C23H20Cl52N2 as an isolated structure at a distorted geometry, computed with the ωB97M-V functional and the def2-TZVPD basis.

Last column: Mulliken charge in e.
Geometry (Å):
1 C -2.122 -1.542 -0.439  -0.60
2 C -1.761 -1.964 -1.646  -0.76
3 C -1.315 -2.115 -3.206  1.66
4 Cl -1.124 -3.896 -3.614  -0.11
5 C -0.002 -1.226 -3.461  0.06
6 N 0.967 -0.491 -3.601  -0.53
7 C -2.508 -1.502 -4.156  -0.15
8 C -3.858 -1.302 -3.274  0.16
9 N -4.862 -0.882 -2.700  -0.50
10 H -2.626 -0.936 0.414  0.45
11 H -2.721 -2.144 -5.086  0.33
12 H -2.102 -0.480 -4.543  0.22
13 C 0.508 2.686 -5.322  0.41
14 Cl -0.561 3.419 -4.114  -0.09
15 Cl -0.317 2.552 -6.883  -0.16
16 Cl 2.000 3.625 -5.485  -0.12
17 H 0.769 1.682 -4.985  -0.11
18 C -3.045 2.749 -0.821  -0.39
19 Cl -2.678 1.041 -1.102  0.03
20 Cl -2.401 3.272 0.741  0.01
21 Cl -2.393 3.747 -2.133  -0.13
22 H -4.128 2.871 -0.803  0.40
23 C 1.417 2.560 -1.180  0.84
24 Cl 0.566 1.346 -0.211  -0.03
25 Cl 1.437 4.121 -0.347  -0.03
26 Cl 3.066 2.024 -1.538  -0.15
27 H 0.884 2.682 -2.123  -0.59
28 C 1.216 -3.765 0.911  0.30
29 Cl 0.915 -5.499 0.719  -0.10
30 Cl 2.905 -3.381 0.538  -0.15
31 Cl 0.121 -2.825 -0.118  -0.11
32 H 1.024 -3.497 1.950  -0.11
33 C -1.054 6.941 1.125  -0.26
34 Cl -1.489 6.084 -0.362  0.04
35 Cl -1.804 6.168 2.531  -0.02
36 Cl 0.705 7.002 1.315  -0.11
37 H -1.427 7.962 1.053  0.34
38 C -4.055 3.420 4.594  -0.13
39 Cl -2.794 4.656 4.728  -0.08
40 Cl -4.500 3.165 2.900  -0.09
41 Cl -3.519 1.902 5.329  -0.01
42 H -4.936 3.770 5.132  0.33
43 C 2.854 5.848 -8.604  0.18
44 Cl 1.473 5.102 -9.421  -0.12
45 Cl 4.361 5.043 -9.069  -0.07
46 Cl 2.935 7.578 -8.973  -0.13
47 H 2.721 5.732 -7.529  0.15
48 C 0.167 -2.540 -7.607  -0.14
49 Cl -0.286 -0.849 -7.339  -0.03
50 Cl 0.318 -3.394 -6.064  -0.05
51 Cl -1.016 -3.343 -8.650  -0.13
52 H 1.135 -2.560 -8.107  0.38
53 C 6.378 4.281 -12.810  0.06
54 Cl 7.397 3.182 -13.752  -0.13
55 Cl 4.702 4.213 -13.374  -0.11
56 Cl 6.470 3.889 -11.086  -0.11
57 H 6.747 5.296 -12.951  0.29
58 C 0.836 -8.956 3.454  0.67
59 Cl -0.228 -8.242 4.675  -0.15
60 Cl -0.001 -9.086 1.899  -0.06
61 Cl 2.317 -8.000 3.285  -0.08
62 H 1.111 -9.960 3.780  -0.36
63 C -1.492 0.508 8.444  0.37
64 Cl -1.925 2.205 8.706  -0.11
65 Cl -1.346 -0.342 9.990  -0.14
66 Cl -2.688 -0.286 7.409  -0.12
67 H -0.527 0.474 7.942  -0.02
68 C 2.974 -12.444 2.268  0.04
69 Cl 2.123 -13.849 1.612  -0.11
70 Cl 3.122 -11.177 1.042  -0.10
71 Cl 2.140 -11.826 3.703  -0.16
72 H 3.976 -12.755 2.562  0.32
73 C 0.936 -1.590 5.443  -0.02
74 Cl 0.506 0.107 5.703  -0.10
75 Cl 1.084 -2.437 6.989  -0.04
76 Cl -0.264 -2.385 4.411  -0.13
77 H 1.901 -1.627 4.937  0.30
78 C -3.188 8.315 6.609  -0.04
79 Cl -1.962 8.154 5.342  -0.08
80 Cl -4.789 7.892 5.983  -0.12
81 Cl -2.778 7.305 8.003  -0.11
82 H -3.211 9.355 6.933  0.35
83 C 2.665 -4.191 10.519  0.02
84 Cl 1.273 -4.930 9.711  -0.11
85 Cl 4.165 -4.997 10.036  -0.12
86 Cl 2.745 -2.460 10.159  -0.10
87 H 2.541 -4.312 11.595  0.31
88 C 0.802 11.077 -0.278  0.03
89 Cl 2.052 10.737 0.928  -0.12
90 Cl 1.520 11.769 -1.740  -0.12
91 Cl -0.103 9.606 -0.666  -0.07
92 H 0.109 11.805 0.142  0.29
93 C -2.969 -10.888 0.620  0.32
94 Cl -1.984 -12.182 1.320  -0.11
95 Cl -3.340 -11.236 -1.075  -0.13
96 Cl -4.459 -10.669 1.550  -0.13
97 H -2.398 -9.961 0.664  0.03

Net charge: 0
F_max (Eh/bohr): 0.157
Orbital gap (eV): 9.592
LUMO level (eV): -0.4
Multiplicity: 1

***

A 2-piece molecular cluster, C6H9NO2S overall at a distorted geometry, computed with the ωB97M-V functional and the def2-TZVPD basis.

Last column: natural (NBO) charge in e.
Geometry (Å):
1 C 2.488 1.248 0.019  0.13
2 C -0.273 1.288 -0.671  -0.19
3 C -1.613 1.201 -0.607  -0.25
4 C 1.900 0.420 -0.905  -0.47
5 C -2.484 -0.004 -0.628  -0.67
6 C 0.282 -0.784 1.454  -0.82
7 N 3.058 2.020 0.667  -0.29
8 O 2.208 -1.930 0.284  -0.90
9 O 0.214 -1.580 -1.122  -0.92
10 S 1.047 -0.861 -0.205  1.98
11 H 2.798 -2.181 -0.429  0.51
12 H 0.213 2.246 -0.660  0.19
13 H -2.128 2.155 -0.534  0.23
14 H -1.907 -0.898 -0.842  0.25
15 H -3.249 0.112 -1.395  0.23
16 H -2.997 -0.111 0.330  0.22
17 H 0.310 0.238 1.805  0.26
18 H -0.732 -1.139 1.347  0.26
19 H 0.864 -1.437 2.090  0.26

Net charge: 0
F_max (Eh/bohr): 0.075
ΔE to the lowest compared entry with this formula, charge and spin (kcal per mole): 163.3
Orbital gap (alpha / beta) (eV): 8.382 / 8.383
LUMO level (alpha / beta) (eV): -1.1 / -1.1
Multiplicity: 1

***

A 4-piece molecular cluster, C21H44F5N4O5S overall at a distorted geometry, computed with the ωB97M-V functional and the def2-TZVPD basis.

Last column: Mulliken charge in e.
Geometry (Å):
1 C 9.313 -2.254 -0.441  -1.07
2 C 8.381 -2.830 -1.531  -0.52
3 C 6.983 -2.171 -1.579  -0.58
4 C 6.743 -1.348 -2.860  -0.75
5 C 5.301 -1.413 -3.396  -0.76
6 C 4.535 -0.070 -3.315  -1.06
7 C 3.506 -0.050 -2.180  -0.53
8 C 2.128 -0.475 -2.698  -0.63
9 N 1.127 -0.366 -1.630  0.65
10 N 0.875 0.797 -1.018  -0.32
11 C -0.054 0.572 -0.045  0.35
12 N -0.498 1.524 0.786  -0.27
13 N -0.390 -0.713 -0.086  -0.19
14 C 0.328 -1.257 -1.050  0.04
15 S 0.314 -3.001 -1.499  1.15
16 O 1.185 -3.646 -0.570  -0.61
17 O 0.665 -3.153 -2.874  -0.63
18 C -1.401 -3.646 -1.126  0.55
19 F -1.820 -2.991 -0.023  -0.16
20 F -1.281 -4.939 -0.832  -0.22
21 C -2.469 -3.404 -2.241  0.64
22 F -2.952 -2.165 -2.135  -0.20
23 F -1.978 -3.609 -3.459  -0.21
24 F -3.460 -4.276 -2.017  -0.23
25 H 9.769 -3.069 0.106  0.28
26 H 8.793 -1.574 0.222  0.34
27 H 10.115 -1.690 -0.906  0.28
28 H 8.272 -3.900 -1.411  0.41
29 H 8.873 -2.671 -2.485  0.28
30 H 6.223 -2.936 -1.463  0.32
31 H 6.934 -1.483 -0.741  0.23
32 H 7.051 -0.321 -2.693  0.32
33 H 7.399 -1.744 -3.628  0.46
34 H 4.741 -2.182 -2.873  0.37
35 H 5.351 -1.680 -4.445  0.41
36 H 5.258 0.717 -3.144  0.52
37 H 4.054 0.133 -4.268  0.48
38 H 3.482 0.928 -1.706  0.43
39 H 3.803 -0.797 -1.449  0.44
40 H 1.854 0.149 -3.540  0.20
41 H 2.216 -1.497 -3.032  0.19
42 H 1.319 1.675 -1.235  0.25
43 H -1.464 1.657 1.018  0.10
44 H 0.182 2.135 1.201  0.22
45 C -3.852 3.289 -1.095  -0.87
46 C -3.439 2.944 -2.516  0.36
47 C -3.864 1.533 -2.890  -1.02
48 O -2.021 3.079 -2.651  -0.53
49 H -3.372 2.606 -0.384  -0.06
50 H -3.537 4.299 -0.834  0.32
51 H -4.931 3.217 -0.962  0.39
52 H -3.882 3.656 -3.212  0.32
53 H -3.389 0.802 -2.226  0.10
54 H -3.555 1.297 -3.909  0.33
55 H -4.944 1.411 -2.818  0.39
56 H -1.607 2.458 -2.047  0.27
57 C -2.138 -1.990 3.152  -1.03
58 C -2.484 -0.865 4.115  0.32
59 C -3.918 -0.401 3.932  -1.06
60 O -1.596 0.241 3.924  -0.54
61 H -2.241 -1.651 2.116  0.07
62 H -1.103 -2.307 3.288  0.34
63 H -2.789 -2.852 3.300  0.44
64 H -2.330 -1.202 5.140  0.36
65 H -4.072 -0.016 2.918  0.26
66 H -4.142 0.412 4.622  0.15
67 H -4.626 -1.212 4.104  0.42
68 H -1.719 0.565 3.030  0.29
69 C -6.162 2.689 4.374  -1.32
70 C -4.860 3.474 4.426  0.69
71 C -4.801 4.377 5.648  -1.36
72 O -4.706 4.249 3.233  -0.55
73 H -7.020 3.363 4.311  0.44
74 H -6.185 2.051 3.490  0.28
75 H -6.283 2.063 5.260  0.38
76 H -4.017 2.781 4.444  0.07
77 H -5.613 5.108 5.622  0.35
78 H -3.863 4.932 5.669  0.34
79 H -4.885 3.801 6.570  0.36
80 H -5.438 4.873 3.193  0.34

Net charge: +1
F_max (Eh/bohr): 0.052
Orbital gap (eV): 7.879
LUMO level (eV): -4.2
Multiplicity: 1

***

An isolated ion of composition C6H10N and charge +1 at a distorted geometry, computed with the ωB97M-V functional and the def2-TZVPD basis.

Last column: natural (NBO) charge in e.
Geometry (Å):
1 C -2.234 -0.621 -0.606  0.11
2 N -1.712 0.111 0.301  -0.39
3 C -0.487 -0.394 1.009  -0.27
4 C 0.935 -0.004 0.128  -0.06
5 C 0.773 1.459 -0.226  -0.63
6 C 1.514 -0.973 -0.825  -0.17
7 C 2.301 -0.728 0.202  -0.11
8 H -1.705 -1.548 -0.593  0.23
9 H -2.997 -0.207 -1.207  0.24
10 H -1.966 1.177 0.346  0.46
11 H -0.518 -1.515 1.088  0.23
12 H -0.426 0.053 1.954  0.23
13 H -0.214 1.721 -0.620  0.18
14 H 1.509 1.882 -0.892  0.25
15 H 0.743 1.928 0.848  0.21
16 H 1.384 -1.472 -1.728  0.23
17 H 3.099 -0.869 0.822  0.24

Net charge: +1
F_max (Eh/bohr): 0.098
ΔE to the lowest compared entry with this formula, charge and spin (kcal per mole): 73.8
SMILES: C=[NH+]CC1(C)C=C1
Orbital gap (eV): 8.494
LUMO level (eV): -5.1
Multiplicity: 1

***

A 2-piece molecular cluster, C11H22Cl2FN4S overall, computed with the ωB97M-V functional and the def2-TZVPD basis.

Last column: natural (NBO) charge in e.
Geometry (Å):
1 C -3.094 -1.681 -0.859  -0.64
2 C -2.467 -0.876 0.253  -0.21
3 N -1.047 -0.402 0.110  -0.44
4 C -0.744 0.654 -0.711  0.71
5 N -0.868 0.701 -2.025  -0.53
6 C -1.153 -0.346 -3.005  -0.31
7 C -2.378 -0.052 -3.845  0.11
8 N -3.191 -0.886 -4.311  -0.54
9 N -0.186 1.690 -0.053  -0.56
10 C 0.440 1.139 1.187  -0.06
11 C 1.926 0.865 0.960  -0.44
12 C 2.404 -0.360 0.179  -0.47
13 C 2.166 -0.307 -1.326  0.05
14 F 2.054 1.026 -1.786  -0.40
15 C -0.557 0.009 1.459  -0.18
16 S 0.135 -1.299 2.496  0.05
17 H -2.449 -2.498 -1.182  0.22
18 H -3.390 -1.079 -1.712  0.22
19 H -4.006 -2.128 -0.465  0.25
20 H -3.072 0.006 0.484  0.20
21 H -2.450 -1.489 1.149  0.21
22 H -0.571 1.578 -2.435  0.42
23 H -0.288 -0.372 -3.675  0.24
24 H -1.209 -1.305 -2.501  0.24
25 H -2.522 1.002 -4.100  0.18
26 H -2.980 -1.848 -4.037  0.33
27 H 0.492 2.195 -0.619  0.42
28 H 0.351 1.856 2.001  0.24
29 H 2.328 1.755 0.468  0.23
30 H 2.374 0.838 1.953  0.26
31 H 1.938 -1.272 0.554  0.24
32 H 3.472 -0.454 0.375  0.24
33 H 1.236 -0.807 -1.610  0.15
34 H 2.980 -0.766 -1.884  0.20
35 H -1.408 0.457 1.979  0.22
36 H -0.907 -2.126 2.345  0.13
37 C 3.444 1.366 4.926  -0.39
38 Cl 3.363 -0.263 4.239  -0.03
39 Cl 2.041 2.348 4.467  -0.04
40 H 3.460 1.279 6.006  0.24
41 H 4.335 1.853 4.551  0.23

Net charge: +1
F_max (Eh/bohr): 0.017
Orbital gap (eV): 10.237
LUMO level (eV): -2.5
Multiplicity: 1

***

> multiplicity of number 6 (C11H22Cl2FN4S)?

1

***

> Which value of multiplicity does entry 5 give?

1